[1]
DFT (the ωB97M-V functional and the def2-TZVPD basis) results for a cluster of 2 separate species, C29H29N3O2 in total in a non-equilibrium geometry.

```
63
C29H29N3O2 (the ωB97M-V functional and the def2-TZVPD basis)
C 0.74034 -0.74380 1.70999
N 1.82340 -0.01350 2.09815
O 3.00670 -0.47826 2.09020
O 1.62332 1.16490 2.52728
C -0.49783 -0.22392 2.17767
C -0.78224 1.16523 2.26295
C -1.95465 1.59167 2.88435
C -2.85920 0.65604 3.41559
C -2.58588 -0.71660 3.33688
C -1.42049 -1.14958 2.72692
H 0.84636 -1.81267 1.51299
H -0.07469 1.89013 1.86968
H -2.14275 2.66558 2.95050
H -3.79066 0.99518 3.87067
H -3.28131 -1.44981 3.75205
H -1.11595 -2.20247 2.69246
C 6.75454 -0.14999 -0.72351
N 5.46118 -0.56397 -1.23049
C 4.36650 -0.78675 -0.47120
C 3.28960 -1.21910 -1.29758
C 2.01685 -1.54129 -0.84867
C 0.94015 -1.88555 -1.73722
C 0.66232 -1.07917 -2.86960
C -0.27047 -1.44028 -3.82868
C -0.98236 -2.66840 -3.67930
N -1.91450 -3.03985 -4.60525
C -2.37716 -2.12550 -5.62410
C -1.24573 -1.26451 -6.16084
C -0.49251 -0.57264 -5.02758
C -2.81221 -4.14954 -4.37981
C -2.11130 -5.29506 -3.67254
C -1.40525 -4.81803 -2.40464
C -0.71592 -3.49887 -2.55230
C 0.17722 -3.07306 -1.58182
C 3.84259 -1.29448 -2.66038
C 3.42974 -1.80956 -3.88976
C 4.27397 -1.67393 -5.01310
C 5.56178 -1.13219 -4.89300
C 6.04538 -0.73741 -3.64030
C 5.17879 -0.82955 -2.56793
H 7.40606 0.08370 -1.56474
H 6.63702 0.73666 -0.09010
H 7.21616 -0.94337 -0.12068
H 4.38968 -0.65412 0.59705
H 1.94688 -1.68545 0.21515
H 1.24944 -0.16878 -3.02276
H -2.81332 -2.73142 -6.42694
H -3.18383 -1.47970 -5.22883
H -0.55261 -1.88852 -6.73761
H -1.67141 -0.52347 -6.84353
H -1.05576 0.31857 -4.71021
H 0.47185 -0.20655 -5.40736
H -3.68986 -3.82465 -3.79166
H -3.17988 -4.47277 -5.36082
H -2.85139 -6.06161 -3.42690
H -1.37755 -5.74332 -4.35261
H -2.14119 -4.73495 -1.58982
H -0.68156 -5.58234 -2.09079
H 0.38850 -3.71166 -0.72026
H 2.47570 -2.32713 -3.99040
H 3.91448 -1.99915 -5.99403
H 6.19754 -1.03342 -5.77347
H 7.05158 -0.35770 -3.48724
```

Computed properties:
- LUMO level: -1.527 eV
- HOMO level: -6.048 eV
- Gap between HOMO and LUMO: 4.5 eV
- Energy: -39104.202 eV
- Charge: 0

Atom charges from the Mulliken analysis, given in e for atoms 1 to 8: atom 1 (C): -0.84, atom 2 (N): 0.91, atom 3 (O): -0.82, atom 4 (O): -0.76, atom 5 (C): 0.78, atom 6 (C): -0.24, atom 7 (C): -0.54, atom 8 (C): -0.37

[2]
DFT (the ωB97M-V functional and the def2-TZVPD basis) results for a structure of composition C33H26BrN3PdSb.

```
65
C33H26BrN3PdSb (the ωB97M-V functional and the def2-TZVPD basis)
Pd 0.40689 0.05090 0.80960
C -0.64552 -4.15968 0.61323
C 0.50068 -4.73667 1.12542
C 1.54251 -3.91152 1.54246
C 1.40861 -2.54428 1.43396
N 0.27363 -1.98282 0.92951
C -0.72031 -2.77773 0.53120
C 2.47166 -1.59223 1.80640
C 3.70640 -1.88142 2.36170
C 4.58228 -0.82987 2.61078
C 4.23694 0.47956 2.30333
C 2.99040 0.72221 1.74736
N 2.16590 -0.31397 1.53662
C 2.43292 2.01837 1.30383
C 3.12621 3.20866 1.37068
C 2.53830 4.37009 0.87747
C 1.26891 4.29651 0.33126
C 0.62277 3.07055 0.30007
N 1.18051 1.95658 0.77251
H -1.47598 -4.75805 0.26650
H 0.59718 -5.81202 1.19336
H 2.45402 -4.34211 1.93093
H -1.59559 -2.29323 0.12223
H 3.99361 -2.89657 2.59259
H 5.55300 -1.03776 3.04168
H 4.93304 1.28505 2.48529
H 4.12214 3.23777 1.78839
H 3.07334 5.30959 0.91224
H 0.77635 5.16646 -0.07902
H -0.36487 2.97782 -0.12895
Br -1.84341 0.54765 -0.25539
C -4.65802 -3.62974 3.21100
C -5.36928 -2.64692 2.53532
C -4.75756 -1.44212 2.22184
C -3.42613 -1.24565 2.59390
C -2.69990 -2.23201 3.26248
C -3.33108 -3.42431 3.57526
Sb -2.66759 0.62768 2.16339
C -1.10294 1.33528 3.33310
C -1.04805 2.71933 3.49887
C -0.07573 3.26407 4.32680
C 0.81847 2.43259 4.98828
C 0.75157 1.05185 4.82928
C -0.20782 0.49501 3.99943
C -4.16600 2.06784 2.16419
C -4.73903 2.51584 0.97750
C -5.79008 3.41939 1.04728
C -6.24980 3.85378 2.28373
C -5.67027 3.39421 3.45971
C -4.61879 2.49125 3.41371
H -5.14315 -4.56267 3.46569
H -6.40269 -2.81091 2.26213
H -5.32537 -0.66908 1.71702
H -1.67262 -2.07683 3.56073
H -2.79371 -4.19158 4.11656
H -1.75801 3.37295 3.00430
H -0.03293 4.33529 4.47203
H 1.55794 2.86052 5.65264
H 1.43085 0.40879 5.37423
H -0.26011 -0.57991 3.89257
H -4.38801 2.17780 0.00987
H -6.25054 3.77968 0.13761
H -7.07010 4.55712 2.33492
H -6.03830 3.73749 4.41708
H -4.17563 2.13225 4.33609
```

Computed properties:
- LUMO level: -9.353 eV
- HOMO level: -17.138 eV
- Gap between HOMO and LUMO: 7.8 eV
- Energy: -119149.332 eV
- Charge: +3

Atom charges from the Mulliken analysis, given in e for atoms 1 to 8: atom 1 (Pd): 1.15, atom 2 (C): -0.95, atom 3 (C): -0.62, atom 4 (C): -0.67, atom 5 (C): 1.27, atom 6 (N): 0.34, atom 7 (C): -0.24, atom 8 (C): -0.46